(1)
The following is a quantum chemistry calculation of a structure of composition C32H46N4O4PS4Sn, from the Open Molecules 2025 dataset.

Cartesian coordinates (Å):
1 Sn -0.959 0.259 0.104
2 C -1.726 1.395 5.637
3 C -0.624 0.997 4.676
4 O 0.042 2.181 4.203
5 P 0.165 2.382 2.599
6 S 1.217 0.835 1.908
7 S -1.564 2.876 1.810
8 O 1.057 3.726 2.581
9 C 2.462 3.678 2.829
10 C 3.228 3.946 1.545
11 H -2.214 0.501 6.027
12 H -2.459 2.005 5.110
13 H -1.311 1.976 6.464
14 H -1.045 0.431 3.839
15 H 0.124 0.371 5.166
16 H 2.743 2.699 3.221
17 H 2.679 4.437 3.586
18 H 3.044 3.140 0.834
19 H 4.299 4.002 1.758
20 H 2.905 4.885 1.094
21 C 3.698 3.224 -4.406
22 C 2.662 3.055 -3.319
23 C 2.037 4.169 -2.772
24 C 1.101 3.981 -1.751
25 C 0.419 5.149 -1.082
26 C 0.797 2.708 -1.331
27 C 1.369 1.526 -1.882
28 C 2.352 1.774 -2.879
29 N 0.942 0.335 -1.410
30 C 1.552 -0.926 -1.799
31 C 3.052 -1.004 -1.441
32 C 3.618 -2.387 -1.778
33 C 2.904 -3.458 -0.952
34 C 1.413 -3.426 -1.290
35 C 1.199 -3.724 -2.776
36 C 1.921 -2.659 -3.604
37 C 3.417 -2.681 -3.269
38 C 1.347 -1.275 -3.287
39 C 0.860 -2.035 -0.986
40 H 3.812 4.274 -4.679
41 H 3.416 2.667 -5.302
42 H 4.672 2.853 -4.079
43 H 2.281 5.168 -3.124
44 H 0.766 6.102 -1.484
45 H 0.603 5.132 -0.005
46 H -0.666 5.089 -1.210
47 H 0.080 2.609 -0.525
48 H 2.893 0.963 -3.347
49 H 3.152 -0.800 -0.370
50 H 3.621 -0.238 -1.970
51 H 4.692 -2.406 -1.552
52 H 3.038 -3.251 0.114
53 H 3.328 -4.447 -1.161
54 H 0.879 -4.164 -0.685
55 H 0.129 -3.698 -3.000
56 H 1.575 -4.724 -3.025
57 H 1.787 -2.874 -4.672
58 H 3.945 -1.935 -3.874
59 H 3.840 -3.662 -3.514
60 H 0.272 -1.249 -3.494
61 H 1.817 -0.530 -3.932
62 H 0.973 -1.816 0.083
63 H -0.207 -2.034 -1.226
64 C -2.675 3.800 -3.681
65 C -2.405 2.863 -2.604
66 N -2.189 2.124 -1.757
67 H -3.717 3.718 -3.989
68 H -2.025 3.585 -4.528
69 H -2.481 4.816 -3.339
70 N -4.774 0.019 -1.955
71 C -3.934 -1.018 -1.658
72 N -4.323 -1.807 -0.625
73 S -2.525 -1.266 -2.507
74 H -5.711 -0.057 -1.588
75 H -4.713 0.336 -2.907
76 H -4.714 -1.289 0.157
77 H -3.551 -2.372 -0.281
78 O -5.108 -6.070 5.628
79 C -3.805 -5.565 5.773
80 O -3.098 -6.101 6.631
81 C -3.441 -4.500 4.896
82 C -2.068 -4.122 4.768
83 C -1.654 -3.194 3.846
84 C -2.576 -2.540 2.998
85 S -2.085 -1.375 1.752
86 C -3.940 -2.832 3.175
87 C -4.370 -3.774 4.081
88 H -5.471 -5.698 4.819
89 H -1.357 -4.622 5.415
90 H -0.600 -2.953 3.758
91 H -4.669 -2.289 2.580
92 H -5.441 -3.918 4.196

Atomic forces in eV per Å
Sn 0.79 0.23 -0.01
C 0.18 0.06 -0.14
C -0.20 -0.18 0.05
O 0.05 0.21 -0.18
P 0.08 0.24 0.62
S -0.33 0.08 -0.31
S 0.10 -0.23 -0.14
O 0.05 -0.02 -0.04
C 0.21 -0.04 -0.09
C -0.15 -0.05 0.09
H -0.01 0.00 0.01
H -0.04 0.00 0.03
H -0.06 -0.01 0.04
H 0.05 -0.03 0.02
H -0.01 0.01 -0.06
H -0.02 0.04 0.09
H -0.05 -0.03 0.00
H 0.01 0.03 -0.04
H 0.02 0.00 -0.03
H 0.03 0.01 0.00
C -0.04 -0.03 0.05
C -0.02 0.14 0.04
C 0.03 -0.01 -0.08
C -0.01 0.00 -0.01
C 0.02 -0.04 0.00
C -0.01 -0.13 0.09
C 0.08 0.16 0.05
C 0.07 -0.08 -0.15
N -0.32 -0.18 0.10
C 0.10 0.03 0.02
C -0.01 -0.05 -0.04
C 0.15 -0.03 -0.02
C -0.04 0.06 -0.04
C -0.01 -0.08 0.04
C 0.03 0.08 0.03
C 0.03 -0.07 -0.12
C -0.02 0.01 0.01
C 0.02 -0.06 0.00
C -0.04 0.08 0.00
H 0.00 0.01 -0.01
H 0.04 0.00 -0.02
H 0.01 -0.01 -0.02
H 0.02 0.00 0.02
H 0.02 -0.01 -0.02
H -0.04 0.02 0.01
H -0.01 0.03 0.03
H -0.01 0.06 0.04
H -0.08 0.03 0.03
H 0.00 0.03 0.00
H 0.00 -0.01 0.06
H -0.03 0.02 0.02
H 0.03 -0.05 0.01
H -0.01 -0.01 0.01
H 0.00 0.04 0.00
H -0.01 -0.05 -0.01
H 0.00 0.00 0.00
H -0.01 0.02 0.02
H 0.00 0.01 0.01
H 0.01 0.01 -0.01
H -0.01 0.01 -0.01
H -0.06 -0.03 0.01
H -0.01 -0.01 0.00
H -0.06 0.01 0.06
C 0.03 0.11 -0.06
C 0.05 -0.08 0.07
N -0.22 0.16 -0.15
H 0.03 0.02 -0.03
H 0.00 -0.01 0.01
H 0.00 -0.01 -0.01
N -0.20 -0.35 0.07
C -0.08 -0.09 -0.11
N 0.27 0.33 0.03
S -0.15 -0.11 -0.39
H 0.01 0.04 -0.03
H 0.17 0.21 0.05
H -0.11 -0.13 0.02
H 0.01 0.03 0.17
O -0.06 -0.04 0.17
C 0.20 0.27 -0.18
O -0.04 -0.11 0.00
C -0.20 -0.32 0.23
C 0.17 0.08 0.01
C -0.01 -0.16 0.19
C 0.13 0.18 -0.16
S -0.49 -0.26 0.26
C 0.04 -0.11 -0.03
C -0.10 0.02 -0.15
H 0.02 0.04 -0.05
H 0.04 0.03 -0.03
H 0.01 0.01 -0.01
H -0.03 0.00 0.02
H 0.00 0.05 0.00

Computed properties:
Energy above the lowest of the compared OMol25 structures with the same formula, charge and spin ... 13.1 kcal/mol
Net charge ... -2
HOMO (spin up / spin down) ... 0.0473 / -0.0647 hartree
⟨S²⟩ ... 0.77
Calculated total energy ... -3915.5584 Ha
Spin multiplicity ... 2
HOMO-LUMO gap (spin up / spin down) ... 2.3 / 5.3 eV

Here are the Löwdin charges for atoms 1 to 8, given in e: 0.798 -0.079 -0.325 -0.358 -0.168 0.268 0.197 -0.359

---

(2)
The following is a quantum chemistry calculation of a structure of composition C46H49BrN6OP2Sr, from the Open Molecules 2025 dataset.

Cartesian coordinates (Å):
1 Sr -0.328 -1.443 0.416
2 Br 2.990 3.173 5.902
3 C 2.409 1.812 4.729
4 C 3.255 0.744 4.421
5 C 2.853 -0.246 3.559
6 C 1.579 -0.219 2.930
7 O 1.259 -1.109 2.074
8 C 0.697 0.850 3.306
9 C -0.699 0.980 2.921
10 N -1.386 0.196 2.166
11 C -2.781 0.414 2.054
12 C -3.541 0.958 3.058
13 C -4.927 1.187 2.904
14 C -5.560 0.835 1.753
15 C -4.836 0.191 0.720
16 C -5.468 -0.269 -0.458
17 C -4.748 -0.947 -1.392
18 C -3.373 -1.165 -1.150
19 N -2.761 -0.715 -0.090
20 C -3.456 -0.048 0.868
21 C 1.146 1.849 4.187
22 H 4.240 0.696 4.867
23 H 3.517 -1.064 3.321
24 H -1.181 1.858 3.368
25 H -3.080 1.228 3.998
26 H -5.476 1.640 3.718
27 H -6.622 1.006 1.629
28 H -6.528 -0.091 -0.593
29 H -5.193 -1.337 -2.296
30 H -2.780 -1.732 -1.859
31 H 0.472 2.656 4.448
32 C -1.780 -3.478 3.132
33 N -1.423 -3.285 1.736
34 C -1.982 -4.082 0.898
35 C -1.714 -4.135 -0.515
36 C -2.383 -4.928 -1.446
37 C -1.782 -4.671 -2.681
38 C -0.774 -3.747 -2.423
39 N -0.709 -3.412 -1.123
40 C -0.791 -4.375 3.830
41 C -1.204 -5.525 4.484
42 C -0.284 -6.343 5.125
43 C 1.059 -6.015 5.111
44 C 1.481 -4.865 4.455
45 C 0.565 -4.048 3.818
46 H -2.797 -3.882 3.222
47 H -1.781 -2.495 3.617
48 H -2.726 -4.803 1.263
49 H -3.192 -5.607 -1.230
50 H -2.020 -5.112 -3.634
51 H -0.076 -3.326 -3.132
52 H -2.256 -5.784 4.490
53 H -0.619 -7.239 5.631
54 H 1.780 -6.651 5.607
55 H 2.531 -4.603 4.442
56 H 0.893 -3.153 3.303
57 C 2.609 -1.366 -3.137
58 P 2.058 -0.195 -1.854
59 C 1.788 1.295 -2.926
60 N 2.689 1.515 -3.848
61 C 2.490 2.553 -4.703
62 C 3.454 2.830 -5.705
63 C 3.243 3.855 -6.579
64 C 2.067 4.642 -6.495
65 C 1.128 4.392 -5.541
66 C 1.329 3.337 -4.619
67 N 0.392 3.083 -3.671
68 C 0.608 2.109 -2.828
69 P -0.735 1.788 -1.574
70 C -2.126 1.725 -2.757
71 C -0.907 3.429 -0.726
72 C 0.286 3.560 0.223
73 C -2.190 3.348 0.110
74 C -0.982 4.667 -1.619
75 C 3.596 0.225 -0.906
76 C 3.255 1.418 -0.013
77 C 3.900 -0.982 -0.014
78 C 4.827 0.544 -1.748
79 H 3.421 -0.985 -3.753
80 H 1.763 -1.608 -3.781
81 H 2.920 -2.291 -2.649
82 H 4.335 2.204 -5.738
83 H 3.973 4.073 -7.346
84 H 1.921 5.447 -7.202
85 H 0.222 4.976 -5.454
86 H -2.145 2.572 -3.444
87 H -3.066 1.679 -2.206
88 H -2.049 0.807 -3.341
89 H 0.382 2.707 0.897
90 H 0.169 4.459 0.833
91 H 1.223 3.660 -0.328
92 H -2.207 2.463 0.738
93 H -3.083 3.346 -0.516
94 H -2.248 4.222 0.762
95 H -0.049 4.844 -2.145
96 H -1.196 5.535 -0.993
97 H -1.773 4.592 -2.364
98 H 2.341 1.259 0.566
99 H 3.139 2.333 -0.597
100 H 4.063 1.580 0.704
101 H 3.054 -1.257 0.621
102 H 4.732 -0.731 0.649
103 H 4.204 -1.847 -0.604
104 H 4.664 1.378 -2.426
105 H 5.148 -0.312 -2.340
106 H 5.650 0.801 -1.077

Atomic forces in eV per Å
Sr 0.52 0.39 -0.62
Br 0.05 0.11 0.10
C -0.44 -0.07 -0.25
C 0.17 -0.14 -0.02
C 0.01 0.25 0.09
C -0.21 0.13 0.06
O 0.14 -0.03 0.15
C -0.28 0.06 -0.02
C 0.44 -0.10 0.01
N -0.34 -0.06 -0.10
C 0.11 -0.25 -0.04
C -0.13 0.17 0.05
C 0.17 -0.03 -0.01
C -0.04 -0.01 -0.02
C -0.19 0.06 0.14
C 0.02 -0.01 -0.03
C 0.17 -0.10 -0.08
C -0.37 0.02 -0.14
N 0.27 0.04 0.31
C 0.02 0.18 0.08
C 0.36 0.09 0.21
H 0.00 0.03 0.02
H -0.02 -0.05 -0.03
H -0.05 -0.03 -0.05
H 0.05 -0.03 0.01
H -0.03 0.02 0.02
H -0.03 -0.01 -0.03
H -0.03 0.02 0.02
H -0.04 0.01 0.00
H 0.08 -0.08 -0.05
H 0.02 0.02 0.02
C -0.10 0.30 0.12
N -0.22 -0.37 -0.18
C -0.02 -0.12 -0.20
C 0.14 0.04 0.33
C -0.14 -0.06 -0.10
C -0.17 -0.15 -0.01
C 0.23 0.21 -0.06
N -0.19 0.00 0.08
C 0.05 0.03 0.07
C -0.04 0.02 -0.05
C -0.03 -0.06 0.04
C 0.11 -0.01 0.01
C 0.04 0.01 0.01
C -0.06 -0.01 0.01
H 0.09 -0.06 0.04
H 0.00 -0.05 -0.01
H -0.03 0.01 -0.09
H -0.06 -0.04 -0.01
H -0.03 -0.04 -0.06
H 0.03 0.02 -0.03
H -0.03 -0.02 0.01
H -0.01 -0.02 0.01
H 0.01 -0.02 0.01
H 0.03 0.00 0.01
H 0.02 0.04 -0.02
C 0.17 -0.15 -0.10
P -0.39 -0.17 0.20
C 0.03 -0.14 0.10
N -0.03 0.22 -0.25
C 0.17 -0.14 0.02
C -0.06 -0.05 0.09
C -0.04 0.00 0.03
C 0.06 -0.01 -0.04
C -0.01 -0.03 0.05
C -0.12 0.05 0.01
N 0.10 0.04 -0.33
C -0.08 -0.05 0.22
P 0.32 -0.45 0.00
C -0.27 0.09 -0.04
C -0.09 0.28 0.09
C 0.07 0.05 -0.05
C 0.00 0.09 -0.09
C 0.00 0.00 0.08
C 0.16 0.05 0.10
C 0.00 0.08 0.02
C 0.01 -0.09 0.05
C 0.03 0.01 0.05
H -0.02 0.05 0.03
H -0.04 0.02 0.01
H 0.00 -0.03 0.01
H 0.04 0.01 -0.05
H 0.03 0.00 -0.02
H -0.01 0.02 -0.01
H -0.03 0.03 -0.01
H 0.05 0.02 0.04
H -0.02 -0.01 0.01
H 0.05 -0.03 0.01
H -0.05 -0.03 0.01
H 0.00 0.05 0.04
H 0.03 -0.01 -0.02
H 0.01 -0.13 0.09
H -0.03 -0.03 -0.02
H -0.01 0.04 0.01
H 0.00 0.05 0.03
H -0.01 0.06 0.06
H -0.04 -0.03 -0.04
H -0.02 -0.05 -0.01
H -0.02 0.03 -0.02
H 0.04 0.03 0.01
H 0.01 0.02 -0.05
H 0.05 0.01 -0.01
H -0.03 -0.06 -0.02
H -0.02 0.07 -0.02
H -0.02 -0.06 -0.04
H 0.05 0.02 0.03

Computed properties:
Energy above the lowest of the compared OMol25 structures with the same formula, charge and spin ... 1.9 kcal/mol
HOMO ... -0.2660 hartree
Calculated total energy ... -5473.6652 Ha
Spin multiplicity ... 1
HOMO-LUMO gap ... 6.6 eV

Here are the Löwdin charges for atoms 1 to 8, given in e: 1.326 0.712 -0.713 -0.123 -0.012 -0.402 -0.302 -0.134

---

(3)
The following is a quantum chemistry calculation of a structure of composition C2H3CdFO in a non-equilibrium geometry, from the Open Molecules 2025 dataset.

Cartesian coordinates (Å):
1 C -0.750 0.312 0.292
2 C -0.354 -0.794 -0.399
3 H -0.883 0.339 1.378
4 F -1.353 1.304 -0.348
5 H -0.105 -1.688 0.180
6 H -0.477 -0.836 -1.486
7 O 1.945 1.433 0.752
8 Cd 1.977 -0.071 -0.368

Atomic forces in eV per Å
C -1.77 -0.42 -0.68
C 0.81 0.34 -0.02
H 0.46 0.34 -0.23
F 0.97 -0.57 0.61
H -0.21 0.17 -0.18
H -0.21 -0.09 0.36
O 0.21 2.30 1.69
Cd -0.25 -2.07 -1.54

Computed properties:
Energy above the lowest of the compared OMol25 structures with the same formula, charge and spin ... 81.4 kcal/mol
Net charge ... +1
HOMO (spin up / spin down) ... -0.5849 / -0.5704 hartree
⟨S²⟩ ... 0.77
Calculated total energy ... -420.3847 Ha
Spin multiplicity ... 2
HOMO-LUMO gap (spin up / spin down) ... 8.7 / 8.3 eV

What are the Löwdin partial charges on each atom? They are as follows, in elementary charge units: -0.199 -0.080 0.149 0.100 0.071 0.081 -0.523 1.401